(1)
{
  "formula": "C34H48BClF10N5O10",
  "method": "ωB97M-V with the def2-TZVPD basis set",
  "elements": ["H", "C", "C", "H", "H", "C", "C", "C", "C", "H", "C", "H", "C", "F", "H", "O", "H", "H", "C", "H", "O", "O", "H", "F", "F", "F", "H", "H", "H", "C", "H", "C", "C", "N", "O", "C", "H", "H", "C", "H", "F", "C", "C", "H", "F", "H", "C", "F", "H", "H", "C", "H", "H", "C", "H", "N", "C", "O", "H", "H", "H", "H", "H", "H", "H", "H", "C", "H", "C", "B", "H", "H", "C", "H", "C", "H", "C", "H", "H", "H", "H", "O", "O", "H", "C", "H", "N", "O", "N", "O", "C", "N", "C", "F", "F", "H", "C", "C", "C", "C", "H", "O", "F", "C", "C", "H", "H", "Cl", "H"],
  "positions_angstrom": [[3.417, -5.544, -2.934], [-3.316, 0.861, 0.121], [-7.729, 0.743, 1.060], [-3.585, -1.440, -0.501], [4.796, 3.643, -2.760], [-0.615, 3.711, -1.312], [2.610, 4.024, -4.727], [4.676, -4.760, -1.346], [1.006, 3.712, 3.547], [-1.054, 0.355, -1.622], [3.072, 2.657, -3.906], [1.260, 2.573, 0.944], [-7.522, 2.111, 1.953], [7.064, -8.051, -2.096], [-0.493, -0.973, 4.984], [5.821, -5.276, -3.733], [-7.172, 1.777, 3.038], [4.045, 3.320, -0.645], [3.365, -5.326, -1.862], [-5.393, 1.071, -1.786], [-0.733, -1.507, -0.495], [-3.889, -1.503, 2.405], [-1.632, 3.720, 0.687], [0.650, -2.336, 9.372], [1.307, -3.127, -2.047], [7.746, -7.274, -4.015], [1.273, 5.012, -6.585], [4.580, -4.541, -0.276], [-5.710, 2.554, -0.658], [1.569, 4.009, -6.009], [1.473, -0.130, -0.686], [-7.275, 0.903, -0.509], [2.428, 1.211, -4.387], [-1.434, 2.227, 3.007], [3.137, 5.375, -4.346], [3.110, 1.450, -0.673], [2.297, 5.949, -4.379], [-8.868, 0.438, 1.173], [-1.567, 1.611, 1.790], [-8.514, 2.730, 2.112], [-2.285, 2.065, 4.082], [4.139, 2.655, -2.636], [1.653, -2.002, 7.218], [3.386, 1.374, 0.479], [2.649, -3.159, 9.085], [-3.661, 3.191, -0.274], [1.484, 1.063, -0.745], [0.934, -4.110, 8.134], [0.245, 2.449, -7.391], [0.944, -0.128, 5.558], [1.476, -2.896, 8.443], [-7.477, -0.035, -1.180], [-0.211, 3.086, -2.211], [0.982, 2.522, -6.455], [-0.174, 5.453, 0.904], [3.437, 2.784, -1.303], [6.235, -5.886, -2.748], [2.676, -1.378, 6.939], [-7.953, 1.773, -0.961], [-6.675, 2.820, 1.540], [0.921, -2.768, 3.965], [-3.709, -0.296, -1.930], [0.960, 0.792, 1.439], [-1.376, -3.419, 0.314], [2.761, 0.266, -3.761], [-7.052, -0.119, 1.521], [-1.552, -0.674, -1.377], [2.092, 4.207, 3.580], [7.377, -6.899, -2.757], [-2.717, -0.617, 2.138], [-1.612, -1.251, -2.421], [-1.354, 4.525, -1.782], [0.574, -3.616, -0.850], [4.939, -3.819, -1.844], [0.544, -1.118, 5.307], [-5.137, -0.239, 0.446], [-3.098, -0.427, -0.908], [3.131, -6.270, -1.359], [0.995, 0.048, -5.983], [-1.436, -2.185, 2.295], [0.992, 1.331, -1.769], [0.505, -1.957, 6.473], [-1.382, -1.195, 2.534], [3.698, 0.550, -1.185], [0.622, 4.686, -0.740], [2.379, -1.927, 4.469], [-0.728, 1.796, 0.560], [1.497, 5.133, -1.646], [-2.744, 0.708, 1.497], [0.759, 5.115, 0.660], [-0.943, -2.945, -0.688], [-4.839, 0.783, 0.403], [-1.402, 2.892, -0.148], [1.343, -3.121, 0.353], [0.567, -5.105, -0.722], [1.303, -1.167, 3.283], [0.688, 1.587, 0.587], [-2.909, 2.319, -0.594], [-5.676, 1.361, -0.691], [1.390, 1.127, -5.681], [-4.444, -1.154, 3.162], [5.739, -5.717, -1.482], [8.501, -6.411, -2.161], [1.331, -1.778, 4.188], [-0.300, 3.211, 3.260], [-1.679, -3.242, -1.546], [2.547, -4.621, -1.697], [-2.924, 2.311, -2.444], [4.851, 1.709, -2.645]],
  "atomic_forces_ev_per_a": [[0.03, 0.17, 0.16], [-2.57, -1.26, -2.23], [0.32, -0.21, 0.15], [1.22, 2.26, -0.27], [-1.40, -2.29, 0.16], [0.32, 1.29, 0.36], [-1.18, -1.47, -1.13], [-0.67, 0.37, 0.01], [-9.01, -3.97, -2.57], [-0.64, -2.18, 0.88], [-2.38, -0.91, -2.64], [-1.16, -1.87, -0.80], [0.37, -0.17, 0.78], [-0.15, 1.18, -0.47], [0.13, -0.26, 0.35], [1.39, -1.71, 2.17], [-0.75, 0.77, -2.25], [-0.67, -0.65, -0.97], [0.01, -0.25, -0.25], [-0.27, 0.42, 1.97], [-1.25, -0.89, -1.07], [1.97, 2.84, 0.13], [0.33, -1.38, -1.87], [0.61, -0.05, -1.10], [-2.63, -1.70, 3.85], [-0.78, 0.76, 1.16], [0.80, -2.56, 1.47], [0.33, -0.27, -0.17], [0.40, -2.60, 0.08], [1.18, -4.31, 2.26], [-0.20, 2.53, -0.20], [-0.41, 1.00, -0.06], [-0.78, 3.83, -1.95], [3.59, 1.71, -1.55], [-3.07, -2.66, -0.82], [-0.85, -1.00, 0.37], [1.96, -1.19, 0.14], [2.51, 0.43, -0.50], [-1.67, -2.37, -1.57], [2.03, -1.31, -0.60], [0.63, -0.27, -1.46], [0.07, 1.37, -0.95], [1.08, 2.10, -2.27], [-0.41, 0.47, -2.34], [-1.05, 0.63, -1.10], [1.44, -2.33, -0.71], [0.28, -1.80, -0.10], [0.43, 1.20, -0.21], [1.86, 0.21, 2.35], [0.12, -0.28, 0.13], [-0.02, -1.76, 2.28], [0.34, 1.55, 1.59], [-0.56, 1.21, 1.93], [1.96, 0.02, 2.41], [2.03, -0.81, -0.28], [0.95, -1.45, 0.62], [-2.30, 2.32, -0.58], [-2.40, -1.69, 1.09], [1.61, -1.84, 0.80], [-1.77, -1.48, 0.70], [-0.08, 0.18, -0.05], [1.34, 0.29, 2.50], [-0.90, 1.65, -1.86], [1.06, 0.88, -2.12], [-0.82, 2.04, -1.61], [-1.63, 1.79, -0.79], [-0.99, -0.45, -2.16], [-3.11, -0.99, -0.04], [1.99, -1.93, -0.25], [0.55, -3.65, 1.94], [0.10, 1.34, 2.08], [1.42, -1.97, 1.16], [1.03, 0.23, 1.39], [0.07, -0.31, -0.09], [0.07, 0.30, -0.61], [0.93, 1.63, 0.11], [0.82, -0.63, -0.78], [0.02, 0.19, 0.08], [0.84, 2.80, 0.53], [0.14, 2.11, 1.01], [1.06, -0.15, 1.97], [1.07, -0.24, 1.28], [-3.46, -0.07, -1.97], [-1.24, 1.89, 0.93], [4.41, 2.24, -4.73], [-0.20, 0.15, -0.02], [-2.13, 0.08, 2.28], [-5.82, -2.92, 6.27], [3.49, 2.75, 1.32], [-2.74, -0.40, -2.91], [0.54, -0.69, 0.93], [0.34, -0.04, -1.48], [-1.58, 2.06, 0.30], [-2.03, -1.66, -3.86], [-0.01, 5.10, -0.82], [-0.09, -0.05, 0.06], [4.47, 0.50, 1.75], [0.28, 1.49, 0.89], [-2.30, 1.29, -0.76], [1.80, 3.51, 1.77], [0.76, -0.43, -1.44], [1.15, -0.49, -1.39], [-1.17, 0.03, -0.39], [0.36, -0.23, 0.13], [8.43, 1.79, 1.82], [1.69, 0.68, 1.32], [0.76, -0.47, -0.08], [-0.41, -0.44, 1.46], [-1.55, 1.83, -0.35]],
  "orbital_gap_ha": 0.176,
  "total_charge": 1
}

---

(2)
{
  "formula": "C53H62Cl2N6O9S",
  "method": "ωB97M-V with the def2-TZVPD basis set",
  "elements": ["C", "C", "H", "O", "H", "H", "H", "C", "H", "H", "H", "O", "H", "N", "C", "C", "O", "H", "Cl", "N", "H", "C", "N", "C", "N", "C", "N", "H", "C", "H", "C", "H", "C", "O", "C", "H", "C", "H", "O", "O", "H", "H", "H", "H", "H", "H", "C", "C", "C", "H", "H", "H", "C", "C", "C", "C", "C", "H", "H", "H", "C", "H", "C", "S", "H", "C", "H", "H", "C", "H", "C", "H", "C", "H", "C", "H", "H", "O", "H", "C", "C", "C", "H", "H", "H", "C", "C", "H", "H", "H", "C", "C", "C", "H", "C", "O", "C", "H", "H", "C", "H", "H", "C", "C", "N", "C", "H", "H", "H", "H", "C", "H", "Cl", "C", "H", "H", "H", "H", "H", "C", "C", "C", "C", "C", "C", "C", "O", "C", "C", "H", "H", "H", "H"],
  "positions_angstrom": [[-6.337, 6.404, 5.122], [-1.735, 3.066, -4.363], [0.860, -2.357, 1.168], [4.988, -6.395, -1.227], [-7.260, 0.654, -6.461], [-0.891, 9.046, -2.090], [3.177, -9.456, 4.298], [-1.202, 2.461, -0.048], [-5.579, 2.836, -4.989], [8.879, -7.842, 2.608], [5.532, -9.107, 3.669], [-8.918, 6.788, 3.263], [0.834, 7.536, -1.421], [5.928, -7.072, -0.845], [0.122, 6.684, -1.213], [-3.156, 1.084, -2.849], [-1.580, 6.908, 3.979], [-3.656, 5.755, 7.081], [-6.968, 1.706, -3.328], [0.745, 5.880, -0.136], [-8.919, 7.355, -0.597], [-5.607, 6.019, 6.240], [-2.115, 6.512, 5.004], [-8.890, 6.033, 1.109], [-1.413, 1.325, -0.931], [-8.882, 6.332, -0.246], [-8.953, 7.109, 2.088], [-7.419, 6.363, 5.141], [-8.834, 4.721, 1.558], [0.872, 0.389, -0.089], [-1.421, 3.750, 2.199], [-7.955, 2.286, -5.934], [-4.896, 0.759, -4.887], [-1.511, 6.133, 5.991], [-1.038, -0.509, 0.689], [5.860, -4.861, 3.197], [6.012, -11.210, 3.742], [6.205, -13.353, 3.906], [7.782, -9.863, 3.152], [8.112, -11.994, 3.218], [-1.364, -1.547, 0.965], [-0.246, 9.196, -0.429], [-2.084, 9.419, -0.698], [-8.727, 2.665, 0.973], [7.840, -3.649, -2.795], [4.973, -5.299, 0.943], [-1.265, 2.704, -3.040], [1.705, -2.600, -0.939], [-1.719, 2.591, 1.326], [2.332, -11.739, 4.727], [-3.801, 7.228, 3.040], [-0.001, 6.145, -2.190], [6.439, -6.823, 0.507], [-8.772, 3.694, 0.636], [-0.392, 3.615, -0.519], [7.394, -3.184, -3.728], [5.828, -5.860, 1.300], [-1.542, 7.056, 0.282], [-8.832, 4.490, 2.615], [3.789, -2.635, -0.060], [5.875, -3.601, -3.914], [-2.419, -0.613, -0.988], [3.220, -3.129, -0.884], [0.201, 3.455, -2.245], [-2.349, 1.790, 1.775], [-2.105, 0.199, -0.282], [3.849, -13.681, 4.540], [-1.791, 3.814, 3.254], [-4.299, 6.887, 3.939], [3.148, -4.244, -0.805], [7.426, -6.323, 3.038], [2.214, -1.252, 0.742], [3.370, -11.589, 4.455], [4.723, -4.904, -2.587], [-3.645, 1.427, -4.185], [-0.003, -0.838, -1.195], [8.941, -0.887, -5.067], [6.473, -7.935, -1.510], [-0.902, 0.054, 1.649], [-1.269, 7.298, -0.783], [-4.219, 6.060, 6.208], [-6.074, 1.829, -4.918], [5.884, -3.821, -1.726], [9.234, -0.575, -3.316], [-8.713, 3.170, -1.436], [7.531, -7.545, 0.969], [5.550, -12.495, 3.989], [-1.153, 3.824, -4.929], [-6.119, 5.681, 7.133], [-3.721, 0.289, -2.300], [6.326, -5.612, 2.571], [-3.577, 6.489, 5.052], [-0.599, 4.852, 1.694], [-3.034, 0.502, 0.283], [3.844, -10.306, 4.212], [-9.017, 8.255, 1.682], [5.171, -10.111, 3.856], [1.627, -2.032, -1.906], [3.243, -2.850, -3.132], [-0.080, 4.775, 0.309], [8.004, -8.301, 0.355], [7.995, -3.588, -4.591], [8.890, -1.367, -4.045], [-5.682, 6.842, 3.977], [7.408, -11.009, 3.342], [-7.026, 1.707, -6.163], [7.818, -6.122, 4.029], [5.910, -4.542, -4.536], [0.980, -3.459, -1.025], [5.416, -2.814, -4.566], [4.222, -12.682, 4.348], [-0.334, 5.716, 2.346], [-5.460, -0.750, -4.028], [-1.158, 8.879, -1.008], [4.393, -1.785, -2.238], [-8.804, 5.511, -2.226], [-2.083, 6.927, -1.466], [-6.515, 2.244, -7.014], [-4.648, 0.440, -5.931], [8.025, -7.290, 2.240], [-8.763, 3.980, -0.720], [5.117, -3.865, -2.554], [1.289, -1.755, 0.329], [0.325, -0.582, -0.147], [-1.956, 1.671, -2.223], [3.957, -2.826, -2.264], [7.553, -1.755, -3.726], [-2.920, 2.446, -4.973], [-8.817, 5.295, -1.164], [-3.286, 2.695, -5.993], [1.683, 5.560, -0.377], [-6.254, 7.144, 3.109], [9.627, -2.215, -4.025]],
  "atomic_forces_ev_per_a": [[-0.08, -0.02, 0.05], [-1.00, -1.02, 0.53], [0.24, 0.29, -0.87], [0.19, -0.61, 0.39], [0.15, 0.92, 0.43], [-0.59, 0.03, 1.02], [0.08, -0.03, -0.02], [0.65, 2.74, 1.82], [-0.63, -0.96, 0.51], [-0.08, 0.03, -0.08], [0.15, -0.14, -0.05], [-0.08, 0.21, 0.03], [-0.68, -0.88, 0.27], [-0.11, -0.13, -0.28], [-0.06, 0.77, -0.34], [0.47, 0.34, -0.37], [-0.26, -0.11, 0.35], [0.12, 0.06, -0.17], [0.20, 0.74, -0.82], [-0.77, -0.61, -0.31], [-0.02, -0.02, 0.22], [0.14, 0.07, -0.22], [0.50, 0.08, 0.01], [-0.01, -0.49, -0.49], [-2.01, 0.96, -0.33], [0.01, 0.21, -0.16], [0.07, 0.33, 0.07], [0.08, 0.05, -0.03], [0.02, -0.08, 0.32], [-0.59, -0.74, -0.38], [1.18, 0.31, -2.48], [0.65, -0.66, -0.30], [0.27, 0.83, 0.81], [-0.14, 0.06, -0.24], [0.37, 0.47, -0.76], [0.00, -0.04, -0.08], [-0.60, -0.05, 0.15], [0.09, 0.19, -0.05], [-0.12, -0.50, 0.15], [-0.19, 0.25, 0.04], [0.11, 0.90, -0.39], [-1.13, 0.09, -0.34], [0.86, -0.29, -0.34], [0.00, 0.08, 0.01], [-0.52, 0.54, -0.76], [0.09, -0.12, -0.15], [-1.48, -1.22, 0.61], [0.68, -0.41, 0.55], [0.71, 1.00, -0.19], [0.07, 0.01, -0.01], [0.14, -0.07, 0.15], [0.10, 0.24, 0.89], [0.25, 0.11, 0.57], [0.01, -0.02, -0.12], [-1.02, -0.83, 0.81], [-0.17, -0.57, -0.55], [-0.21, 0.18, -0.01], [0.39, 0.22, -1.08], [-0.02, 0.21, -0.05], [-0.49, -0.71, -0.49], [1.11, -0.02, 0.01], [0.52, 1.12, 0.23], [-0.96, -0.08, -1.53], [-0.88, -0.24, 0.22], [0.65, 0.74, -0.54], [0.52, -1.41, 1.66], [0.07, 0.05, -0.02], [0.26, -0.33, -1.22], [0.05, 0.10, -0.32], [0.51, 0.89, 0.41], [0.00, 0.00, -0.03], [-0.87, -0.67, -0.34], [-0.01, -0.01, 0.01], [0.11, 1.06, 0.09], [2.03, 0.89, 0.07], [0.56, 0.65, 0.93], [-0.18, -0.60, 0.87], [-0.12, 0.23, 0.16], [-0.08, -0.43, -0.87], [0.14, 0.93, -0.62], [0.02, -0.09, 0.19], [0.34, -0.33, -0.79], [-0.85, -0.09, -0.68], [-0.37, -0.90, -0.62], [0.02, 0.04, -0.03], [0.13, -0.10, -0.08], [0.06, -0.23, 0.00], [-0.56, -0.61, 0.49], [0.08, 0.03, -0.04], [0.59, 0.95, -0.60], [0.10, -0.15, -0.03], [-0.58, -0.06, 0.13], [-0.51, -2.37, -1.38], [0.82, -0.11, -0.63], [0.04, -0.18, 0.01], [-0.01, -0.29, 0.14], [0.00, 0.23, -0.04], [-0.18, -0.13, 1.17], [0.47, -0.07, 0.85], [-1.10, -1.34, 1.37], [-0.16, 0.09, -0.08], [-0.58, 0.26, 0.64], [0.60, 0.86, -0.05], [-0.10, -0.08, 0.12], [0.34, -0.05, -0.07], [0.30, 0.47, 0.38], [-0.02, -0.02, -0.07], [-0.18, 0.86, 0.70], [0.80, 0.69, -0.05], [0.17, -0.59, 0.69], [-0.01, 0.20, -0.02], [-0.24, -0.83, -0.79], [0.61, 0.37, -0.77], [0.71, -1.20, 0.15], [-0.44, -0.98, -0.06], [0.00, 0.01, 0.08], [0.73, 0.11, 0.82], [-0.48, -0.71, 0.73], [-0.14, 0.38, 0.97], [-0.04, 0.35, -0.02], [-0.01, -0.08, -0.18], [0.03, 0.74, -0.43], [0.55, 1.27, -0.80], [-0.90, -1.24, 0.98], [-0.70, 1.38, -3.00], [0.62, -0.29, 0.30], [0.52, -0.70, 0.02], [0.65, -1.14, 2.77], [0.00, -0.12, 0.12], [0.56, -0.06, 0.85], [-0.37, 0.13, -0.10], [0.06, 0.01, 0.07], [-0.76, 0.66, 0.09]],
  "orbital_gap_ha": 0.259,
  "smiles": "CCCNc1cccc2c1Sc1ccc([C@@H](Cl)[C@@H](C)Cl)cc1N2CCCCCCCCCCOC.O=[N+]([O-])c1ccccc1.O=[N+]([O-])c1ccccc1.O=[N+]([O-])c1ccccc1.O=[N+]([O-])c1ccccc1"
}